# C18H25BrO3

The molecule C18H25BrO3 in a non-equilibrium geometry (wB97M-V/def2-TZVPD, the Open Molecules 2025 dataset).

Structure (XYZ):
```
47
Properties=species:S:1:pos:R:3:forces:R:3:lowdin_charge:R:1
Br 5.5572 0.9493 2.5471 -0.4 0.1 -0.3 0.77
O 0.7536 -0.7180 3.6295 -0.6 0.1 -0.1 0.06
O 4.0503 2.2993 0.3447 0.0 0.4 -0.8 -0.14
O -0.5546 1.4526 -1.8000 0.1 0.6 1.0 -0.01
C 1.1437 -1.4479 -0.8674 -2.3 1.4 0.1 0.12
C -0.0293 -0.7224 -0.8277 1.9 -2.0 0.3 -0.17
C 2.8987 0.1457 2.9747 -0.8 -0.4 -0.1 -0.05
C 1.7598 1.4090 0.8192 1.3 0.4 0.2 0.05
C 3.6976 0.8872 2.1049 0.2 -1.1 2.2 -0.59
C 3.1529 1.5852 1.0844 -1.0 0.4 -2.1 -0.31
C 1.5176 -0.0099 2.7512 1.1 0.9 -0.4 -0.27
C 0.9566 0.6501 1.6474 -0.1 0.1 -0.2 -0.17
C 3.6117 2.8949 -0.8731 -0.8 0.6 0.0 -0.07
C -2.4842 -2.6053 -0.1116 1.1 -0.2 0.6 -0.04
C -3.2298 -0.8482 1.4884 0.8 -1.4 -0.7 -0.05
C -2.9065 -0.2087 -0.8722 0.7 -2.1 -1.1 -0.11
C -0.5136 0.5525 1.2947 0.0 -0.3 -0.3 -0.08
C -2.3207 -1.1228 0.2619 -1.1 1.0 -0.5 -0.48
C 0.1378 -0.2016 -3.3427 0.1 0.2 0.7 -0.02
C -2.0964 -0.3084 -2.2087 0.0 -0.5 1.3 -0.10
C -0.8172 -0.7617 0.4867 -0.2 0.7 0.1 -0.19
C -0.6136 0.0462 -2.0194 -0.1 -0.5 -0.6 -0.51
H -0.1716 -0.4593 3.4565 0.5 -0.4 0.3 0.09
H -0.9847 1.6301 -0.9403 0.3 0.0 -0.9 0.07
H 1.6640 -1.6078 -1.7920 0.4 0.2 -0.2 0.05
H 1.5637 -1.8908 0.0410 -0.3 0.0 -0.4 0.08
H 3.3731 -0.3122 3.8319 -0.2 -0.1 0.0 0.10
H 1.2491 1.8283 -0.0384 0.5 0.3 -0.1 0.11
H 2.8226 3.6527 -0.6499 0.2 -0.7 -0.3 0.10
H 4.4041 3.4639 -1.3767 0.3 -0.4 0.7 0.09
H 3.2792 2.1444 -1.6054 -0.2 0.1 0.4 0.09
H -2.3071 -3.2697 0.7838 -0.4 0.6 -0.8 0.11
H -1.7431 -2.9014 -0.8580 0.0 0.0 0.0 0.08
H -3.4618 -2.7708 -0.5481 -0.3 -0.2 0.2 0.08
H -4.2348 -1.2108 1.2818 0.0 -0.5 0.0 0.09
H -3.3839 0.1785 1.6652 0.3 1.4 0.5 0.06
H -2.7995 -1.3770 2.3419 -0.3 0.2 0.3 0.09
H -3.9526 -0.5007 -1.1000 0.5 0.2 0.3 0.13
H -2.9128 0.7829 -0.4989 -0.1 1.2 0.2 0.09
H -0.8427 1.4586 0.7431 0.2 -0.5 0.6 0.12
H -1.0551 0.5524 2.2306 -0.6 0.1 0.2 0.10
H 1.2032 0.0742 -3.2819 -0.4 -0.2 0.1 0.09
H 0.0185 -1.2429 -3.6031 0.3 -0.4 -0.1 0.08
H -0.3008 0.3698 -4.1495 -0.2 0.3 0.0 0.08
H -2.5119 0.3647 -2.9293 -0.2 0.5 -0.5 0.11
H -2.1604 -1.3142 -2.6299 -0.1 -0.1 0.2 0.12
H -0.4261 -1.5600 1.1137 0.3 -0.2 0.0 0.14
```
Forces are in eV/Å.

Properties
HOMO in eV: -8.08
Maximum force in hartree/bohr: 0.054
E_tot in Ha: -3500.5808
Structure (SMILES): C=C1[C@@H](Cc2cc(OC)c(Br)cc2O)C(C)(C)CC[C@@]1(C)O
Orbital gap in hartree: 0.31519
Charge: 0
LUMO level in eV: 0.496

# C18H25ClF9O8

A cluster of 2 separate species, C18H25ClF9O8 in total in a non-equilibrium geometry (wB97M-V/def2-TZVPD, the Open Molecules 2025 dataset).

Structure (XYZ):
```
61
Properties=species:S:1:pos:R:3:forces:R:3:lowdin_charge:R:1
C 2.2909 -1.8266 3.0631 0.1 -0.4 -0.1 -0.07
C 3.6945 -1.8543 2.4711 -0.5 0.1 0.4 -0.18
C 4.3208 -0.5003 2.2115 0.0 -0.6 -0.2 -0.24
F 4.1563 0.2670 3.3344 -0.2 0.5 0.5 0.03
C 3.8739 0.2810 0.9458 0.0 -0.7 0.8 -0.41
F 4.9951 0.3992 0.1788 0.6 0.3 -0.3 0.09
C 2.8393 -0.3623 0.0606 0.1 0.3 -0.6 -0.09
C 2.7213 0.3589 -1.2958 -0.2 -0.5 0.2 -0.16
C 1.3230 0.1683 -1.8585 0.4 0.8 -0.2 -0.21
C 1.1593 0.6064 -3.3099 -0.3 -1.1 0.3 -0.20
C -0.1418 0.0481 -3.8828 -0.1 1.0 0.3 -0.20
C -1.3973 0.4900 -3.1115 -0.4 -0.4 -0.2 -0.19
C -2.3081 -0.6728 -2.6999 0.3 0.2 0.1 -0.16
C -2.0200 -1.1714 -1.2993 -0.7 -0.7 0.1 -0.18
O -3.1729 -1.8642 -0.7873 -0.1 0.3 0.1 -0.04
C -3.6186 -1.3333 0.4130 0.6 -0.5 1.3 -0.51
C -4.8649 -0.5263 0.2662 0.4 0.0 -0.3 0.02
O -3.0083 -1.5021 1.4446 -0.4 0.3 -1.3 0.12
O 3.5735 1.6216 1.3035 -1.2 0.6 -0.6 0.12
C 2.2752 1.9330 1.5304 -0.8 -1.8 1.8 -0.31
O 1.5100 1.3103 2.2534 1.7 1.5 -1.7 0.19
C 1.8637 3.2533 0.8630 -0.1 0.3 0.6 -0.33
F 1.9734 4.2109 1.8229 0.1 0.1 0.1 0.14
F 2.6889 3.6020 -0.1245 0.1 -0.1 -0.2 0.16
C 0.3874 3.2751 0.3353 0.0 0.4 -0.3 -0.35
F 0.4257 3.5916 -0.9729 0.0 0.0 -0.3 0.15
F -0.2196 2.0941 0.4443 -0.1 -0.2 0.1 0.16
C -0.5148 4.3469 1.0003 -0.6 -0.2 -0.2 -0.53
F -0.0610 5.5742 0.7303 -0.1 -0.2 0.2 0.18
F -0.6172 4.1606 2.3140 0.0 0.2 -0.3 0.19
F -1.7400 4.2170 0.4478 0.5 0.2 0.4 0.17
H 1.5408 -1.4005 2.4139 -0.1 0.2 -0.1 0.06
H 2.2700 -1.3187 4.0145 0.0 0.3 0.2 0.08
H 1.9944 -2.8495 3.2568 -0.2 -0.3 0.0 0.08
H 4.3302 -2.3379 3.2026 0.3 -0.2 0.2 0.11
H 3.7082 -2.4959 1.6004 0.2 0.0 -0.4 0.11
H 5.3896 -0.6472 2.1178 0.3 0.1 -0.3 0.15
H 3.1972 -1.3551 -0.1609 0.1 -0.4 0.1 0.13
H 1.8768 -0.4829 0.5366 -0.2 0.2 0.3 0.12
H 3.0218 1.3966 -1.2291 -0.1 0.3 0.0 0.11
H 3.4277 -0.1150 -1.9652 0.3 0.0 -0.3 0.12
H 1.0740 -0.8843 -1.7760 -0.2 -0.3 0.1 0.12
H 0.6381 0.7462 -1.2495 -0.3 -0.2 0.2 0.08
H 1.9721 0.1638 -3.8774 0.4 0.2 -0.3 0.11
H 1.1793 1.6836 -3.4106 0.1 0.3 0.0 0.11
H -0.1108 -1.0340 -3.9060 0.2 -0.3 -0.1 0.11
H -0.2346 0.4250 -4.8950 0.0 -0.3 -0.4 0.10
H -1.1678 1.0646 -2.2212 0.2 0.2 0.1 0.09
H -1.9951 1.1420 -3.7347 0.0 0.3 -0.2 0.10
H -3.3468 -0.3860 -2.7653 -0.4 0.1 0.1 0.11
H -2.1701 -1.4957 -3.3905 -0.1 -0.2 -0.3 0.11
H -1.7770 -0.3664 -0.6145 0.3 0.2 0.1 0.12
H -1.2267 -1.9076 -1.3227 0.5 0.0 0.2 0.12
H -4.7956 -0.0101 -0.6853 -0.2 0.2 -0.2 0.07
H -4.9237 0.1749 1.0807 -0.1 0.2 0.3 0.09
H -5.7218 -1.1853 0.2785 -0.2 -0.1 0.0 0.06
O -7.3955 -4.7856 1.9778 0.0 0.0 0.0 -0.39
Cl -6.1063 -4.1499 2.1269 0.0 0.0 0.0 0.64
O -5.0614 -5.0694 1.7471 0.0 0.0 0.0 -0.38
O -5.9231 -3.7340 3.4962 0.0 0.0 0.0 -0.38
O -6.0514 -2.9817 1.2619 -0.1 -0.2 0.1 -0.40
```
Forces are in eV/Å.

Properties
HOMO in eV: -5.68
Maximum force in hartree/bohr: 0.055
E_tot in Ha: -2661.6050
Orbital gap in hartree: 0.26879
Charge: -1
LUMO level in eV: 1.629

# C18H25ClN2O

A structure of composition C18H25ClN2O in a non-equilibrium geometry (wB97M-V/def2-TZVPD, the Open Molecules 2025 dataset).

Structure (XYZ):
```
47
Properties=species:S:1:pos:R:3:forces:R:3:lowdin_charge:R:1
O 3.0308 -0.6507 0.2160 5.8 13.0 -5.9 0.18
C 2.5878 -1.5729 0.5986 -0.3 -10.8 3.5 -0.74
N 3.2248 -2.7879 0.3446 4.5 -3.7 -0.9 0.06
C 3.0713 -4.0520 1.0645 -1.0 -2.6 0.3 -0.30
C 4.3827 -4.8773 1.3509 -15.0 -7.5 2.9 -0.11
C 3.5659 -4.3767 2.5988 -1.4 -1.3 -2.9 -0.08
H 2.9003 -5.0037 3.3613 1.9 1.3 -2.0 0.14
H 4.1313 -3.5646 2.8993 0.4 1.7 1.6 0.05
H 4.1497 -6.1298 1.1278 1.0 3.9 0.5 0.17
H 5.2130 -4.6465 1.1028 10.5 3.5 -2.7 -0.04
H 2.0636 -4.7333 0.6631 3.1 1.9 1.4 0.18
H 4.3087 -2.8790 -0.1441 -4.5 1.5 1.6 0.24
C 1.5218 -1.6269 1.4463 -8.1 -0.9 1.7 -0.02
C 0.1306 -2.3813 0.5409 7.3 7.1 -2.8 -0.02
H -0.4102 -2.7596 1.1870 -5.4 -3.3 6.6 0.01
H 0.5553 -3.1892 0.0378 0.7 -0.8 -1.8 0.08
C -0.5393 -1.2062 -0.1320 -1.7 -7.3 -6.7 -0.43
C -1.2616 -0.2606 0.6687 1.1 4.1 -1.2 -0.11
C -2.1324 0.7175 -0.4859 -5.7 -4.6 11.4 -0.25
N -1.2589 1.2359 -1.2447 5.1 3.8 -7.2 -0.21
C -1.7809 2.3445 -2.1045 -5.9 -2.7 2.4 -0.11
C -2.2171 3.3640 -1.1210 -1.2 5.5 -1.1 -0.26
C -1.3286 3.8169 -0.2304 4.7 -0.8 4.2 -0.07
C -1.5526 4.8784 0.7142 -2.0 -0.1 -6.5 -0.03
C -2.5041 5.7620 0.1419 2.2 4.6 11.8 -0.12
C -3.5438 5.5225 -0.6091 2.4 -1.3 -0.9 -0.16
C -3.1833 4.4759 -1.2475 -1.8 -9.1 -6.5 -0.29
Cl -4.5001 3.9460 -2.7474 1.2 0.7 1.6 0.36
H -4.3766 5.9998 -0.6047 -5.0 3.2 -0.6 0.07
H -2.8060 6.6814 1.1187 1.2 -2.1 -3.2 0.20
H -0.7679 5.2157 1.2688 1.6 0.8 1.9 0.06
H -0.2611 3.3074 -0.1287 -2.5 0.6 -0.2 0.17
H -2.8621 1.9721 -2.5137 2.8 0.7 -0.1 0.13
H -1.1348 2.7256 -2.8067 1.5 0.5 -1.6 0.11
C -0.4994 0.3436 -2.0991 -4.8 -2.1 -2.6 -0.23
C 0.1637 -0.7085 -1.4313 6.1 1.8 6.2 -0.20
H 0.8769 -1.2778 -2.0966 -1.4 -0.2 1.1 0.16
H 0.9076 -0.1247 -0.6458 -0.2 -0.5 -2.6 0.15
H 0.0670 0.8084 -2.8885 0.1 0.5 0.1 0.12
H -1.3502 -0.4440 -2.7107 1.3 2.4 0.7 0.19
H -2.6621 1.5193 0.3941 1.3 -2.0 -3.1 0.20
H -2.9561 -0.1184 -0.7029 1.3 2.0 -0.9 0.15
H -1.8606 -0.7554 1.3762 -1.0 -0.4 0.9 0.09
H -0.4400 0.4026 1.2162 -1.9 -0.9 -1.0 0.15
H -1.2576 -1.9704 -0.8664 -0.2 1.8 2.2 0.19
H 1.4826 -2.2719 2.2691 1.0 -1.2 1.1 0.08
H 1.1122 -0.6701 1.8536 0.8 -0.5 -0.9 0.12
```
Forces are in eV/Å.

Properties
HOMO in eV: -8.55
Maximum force in hartree/bohr: 0.330
E_tot in Ha: -1345.2095
Orbital gap in hartree: 0.33447
Charge: 0
LUMO level in eV: 0.556

# C18H25F3N2O3

The molecule C18H25F3N2O3 (wB97M-V/def2-TZVPD, the Open Molecules 2025 dataset).

Structure (XYZ):
```
51
Properties=species:S:1:pos:R:3:forces:R:3:lowdin_charge:R:1
C -0.6374 4.5704 3.1612 0.3 -0.3 0.1 -0.01
C 0.0621 3.6849 2.1957 -0.6 0.4 -0.7 -0.34
C -0.1111 3.4858 0.8580 0.0 0.2 0.6 -0.03
C 0.8483 2.5156 0.4697 0.5 -0.2 0.5 -0.03
C 1.5385 2.1911 1.5995 0.0 -0.2 -0.9 -0.25
O 1.0586 2.8948 2.6504 0.1 0.0 0.4 0.08
C 2.6668 1.2384 1.8293 0.0 0.1 0.0 -0.08
N 2.2896 -0.1413 1.5825 0.0 0.1 0.4 0.08
C 2.5745 -0.7491 0.4094 -0.2 -0.4 0.4 -0.52
O 3.1786 -0.1929 -0.4837 0.2 0.2 -0.4 0.06
C 2.1332 -2.2057 0.3224 0.2 0.0 -0.4 -0.09
H 1.2510 -2.3845 0.9388 0.0 0.0 0.1 0.11
C 1.9004 -2.6185 -1.1327 -0.2 0.0 0.1 -0.16
H 2.6237 -2.0736 -1.7434 0.0 -0.1 0.0 0.12
H 2.0938 -3.6859 -1.2504 0.0 0.0 0.0 0.12
C 0.4870 -2.3274 -1.6432 0.4 0.2 -0.2 -0.30
C 0.3945 -2.6127 -3.1464 -0.3 -0.1 0.2 -0.16
C -0.9894 -2.2666 -3.6934 0.2 0.2 0.0 -0.16
H -1.0092 -2.3982 -4.7757 -0.1 0.0 0.0 0.11
C -1.3557 -0.8240 -3.3431 -0.4 -0.2 -0.3 -0.14
N -1.2711 -0.6541 -1.9042 0.2 0.2 -0.4 -0.04
C -2.4129 -0.6972 -1.1848 0.0 0.0 0.7 -0.46
O -3.5105 -0.5982 -1.6998 -0.4 0.0 -0.1 0.06
C -2.2908 -0.8526 0.3321 -0.2 0.1 -0.2 -0.07
H -3.2306 -1.2939 0.6707 0.1 0.0 -0.1 0.13
C -2.1032 0.5014 1.0201 0.1 -0.2 0.2 -0.05
C -1.8459 0.2991 2.4971 0.0 0.2 -0.1 -0.62
F -0.6736 -0.3365 2.7158 0.3 -0.2 -0.1 0.12
F -2.7836 -0.4422 3.1006 -0.3 -0.2 0.0 0.14
F -1.7761 1.4501 3.1781 0.0 0.3 0.0 0.14
H -1.2529 1.0537 0.6121 -0.1 0.0 0.1 0.10
H -3.0009 1.1110 0.9084 0.0 0.0 0.0 0.15
H -1.4800 -1.5321 0.5942 0.0 0.0 0.0 0.11
C 0.0690 -0.8694 -1.4071 0.1 -0.4 0.2 -0.12
H 0.1389 -0.5988 -0.3566 0.0 0.1 0.0 0.10
H 0.7473 -0.2121 -1.9608 0.0 0.0 0.1 0.14
H -2.3762 -0.5944 -3.6511 0.2 0.0 0.0 0.12
H -0.6644 -0.1250 -3.8221 0.0 0.0 0.0 0.13
H -1.7372 -2.9319 -3.2564 -0.1 0.0 0.0 0.12
H 0.6168 -3.6641 -3.3382 0.1 0.0 0.0 0.12
H 1.1472 -2.0128 -3.6631 0.1 0.0 0.0 0.12
H -0.2247 -2.9755 -1.1163 0.0 0.0 0.0 0.15
H 2.9538 -2.7972 0.7360 0.0 0.0 0.1 0.13
H 1.7069 -0.5955 2.2672 0.0 -0.1 -0.2 0.13
H 3.4826 1.4575 1.1334 -0.1 0.0 0.2 0.13
H 3.0164 1.3424 2.8588 0.1 0.0 -0.1 0.13
H 1.0205 2.1263 -0.5131 0.1 -0.1 -0.2 0.11
H -0.8251 3.9715 0.2246 -0.2 0.2 -0.1 0.11
H -1.1953 3.9735 3.8814 -0.1 0.0 0.1 0.08
H -1.3252 5.2205 2.6296 0.0 0.0 0.0 0.09
H 0.0829 5.1760 3.7083 0.0 0.1 0.1 0.08
```
Forces are in eV/Å.

Properties
HOMO in eV: -8.42
Maximum force in hartree/bohr: 0.019
E_tot in Ha: -1335.8000
Structure (SMILES): Cc1ccc(CNC(=O)CC[C@@H]2CCCN(C(=O)CCC(F)(F)F)C2)o1
Orbital gap in hartree: 0.33662
Charge: 0
LUMO level in eV: 0.744

Question: What is the maximum force in the second record?
Answer: 0.055 hartree/bohr